one:
Density functional theory data (the ωB97M-V functional and the def2-TZVPD basis) for a 12-piece molecular cluster, C24H72O24 overall.

Last column: Mulliken charge in e.
Geometry (Å):
O: -0.95 2.69 0.36  -0.42
O: 5.16 -2.05 4.71  -0.59
O: 3.62 0.51 -6.59  -0.57
O: 0.76 3.61 -2.50  -0.49
O: -0.80 0.27 2.21  -0.26
O: -3.68 -2.09 -0.79  0.23
O: -1.54 -4.03 -2.91  -0.65
O: 2.85 -0.08 -1.93  -0.23
O: -2.92 0.23 -2.48  -0.50
O: 0.55 -4.94 -1.30  -0.49
O: -2.86 3.41 -2.04  -0.41
O: -3.11 0.45 -5.44  -0.60
O: -3.65 0.72 2.69  -0.60
O: 3.85 3.21 4.95  -0.54
O: -0.28 -0.12 6.25  -0.60
O: 1.64 1.42 4.52  -0.47
O: 0.65 -0.03 -5.99  -0.49
O: -2.49 -2.05 2.18  -0.46
O: 5.58 -1.08 -2.38  -0.56
O: -2.57 0.88 7.72  -0.54
O: 0.26 0.33 -0.80  0.60
O: 3.28 -1.12 2.60  -0.27
O: -4.74 -4.02 -3.00  -0.59
O: 3.99 4.91 -3.44  -0.55
C: 5.31 -0.89 3.89  -0.27
C: -2.56 -0.65 -4.75  -0.66
C: 1.98 3.62 -3.25  1.04
C: 0.19 -0.46 1.47  -0.94
C: 4.58 -1.75 -1.64  -0.79
C: -0.75 -5.48 -1.11  -0.60
C: 2.80 4.72 -2.64  -0.55
C: 1.72 2.31 5.63  -0.45
C: -1.73 -4.41 -1.54  0.68
C: -2.59 0.46 6.35  -0.72
C: 1.74 0.07 -5.08  0.36
C: -5.03 -2.35 -1.15  -0.55
C: -4.25 -0.32 1.95  -0.20
C: -1.27 0.71 5.67  0.85
C: 4.70 -1.04 2.51  -0.39
C: 3.64 -0.77 -0.96  -0.12
C: -0.18 -0.75 0.02  0.99
C: 3.14 2.64 6.05  -0.67
C: -2.58 4.10 -0.76  -0.49
C: 2.84 1.02 -5.51  -0.46
C: -3.82 -1.71 2.46  -0.34
C: -2.32 3.01 0.25  0.06
C: -1.95 -0.22 -3.41  0.87
C: -5.22 -2.73 -2.61  -0.13
H: -0.74 1.94 -0.22  -0.09
H: 4.77 -0.15 4.49  0.06
H: -1.10 1.78 5.86  0.12
H: -1.23 -1.04 -0.07  -1.16
H: 1.00 -0.55 -6.72  0.34
H: 2.25 5.65 -2.76  0.23
H: -2.01 -1.22 2.10  0.26
H: 2.30 1.95 -5.75  0.32
H: -3.42 -1.24 -1.18  -0.24
H: 4.79 3.12 5.12  0.31
H: -5.28 -3.22 -0.54  0.42
H: 2.11 -0.95 -4.97  0.21
H: -4.07 -0.27 0.87  -0.17
H: -1.07 0.40 -3.55  -0.06
H: -2.67 3.40 1.21  0.46
H: 2.21 1.83 3.85  0.31
H: 5.06 -2.02 2.15  0.31
H: 4.41 -2.07 5.30  0.32
H: 6.39 -0.80 3.72  0.35
H: -3.01 2.19 0.05  -0.16
H: 0.53 0.21 5.84  0.40
H: 3.86 -2.37 -2.18  0.32
H: -5.74 -1.56 -0.91  0.42
H: 2.37 2.61 -3.10  -0.75
H: 1.22 3.29 5.53  0.22
H: 0.40 -1.62 -0.31  0.52
H: -2.98 -0.55 6.28  0.37
H: -4.92 -4.67 -2.32  0.33
H: -1.31 0.54 4.59  -0.18
H: -0.86 -5.62 -0.02  0.30
H: -2.54 1.85 7.71  0.32
H: 1.11 0.13 1.49  0.61
H: 3.06 0.66 -7.36  0.37
H: -1.79 -1.02 -5.43  0.31
H: 3.36 0.61 -2.38  0.03
H: 5.03 -2.41 -0.89  0.43
H: -0.90 -6.45 -1.60  0.38
H: 1.86 3.74 -4.33  0.20
H: -3.95 0.70 -5.06  0.33
H: 1.21 -5.56 -0.96  0.27
H: -5.33 -0.28 2.11  0.46
H: 0.45 2.71 -2.36  0.18
H: 2.96 -1.30 -0.29  0.17
H: -3.40 1.03 5.86  0.30
H: -1.51 -1.13 -2.96  -0.23
H: 1.09 1.89 6.41  0.47
H: 5.17 -0.30 1.86  0.28
H: -1.57 -3.56 -0.87  -0.29
H: -3.31 3.99 -2.66  0.21
H: -4.23 -1.90 3.45  0.33
H: 1.41 0.38 -4.08  -0.20
H: -4.62 -2.08 -3.25  -0.30
H: -2.77 1.15 -2.24  0.12
H: 3.13 3.46 6.79  0.38
H: -6.25 -2.59 -2.95  0.38
H: 3.10 4.46 -1.63  0.38
H: 4.74 5.09 -2.86  0.32
H: -2.40 -3.67 -3.16  0.34
H: -3.46 4.72 -0.60  0.42
H: 1.14 0.14 -1.16  -0.18
H: 4.17 -0.02 -0.36  0.24
H: 3.63 1.81 6.57  0.33
H: -2.69 0.77 2.59  0.23
H: 0.51 -1.37 1.99  0.19
H: -2.77 -4.72 -1.47  0.02
H: 3.51 1.15 -4.66  0.21
H: -3.24 -1.50 -4.64  0.21
H: -0.31 1.05 2.48  0.26
H: 5.18 -0.95 -3.25  0.35
H: 3.08 -2.06 2.53  0.22
H: -1.62 4.56 -1.01  0.19
H: -4.50 -2.31 1.82  0.21

- SMILES: OCCO.OCCO.OCCO.OCCO.OCCO.OCCO.OCCO.OCCO.OCCO.OCCO.OCCO.OCCO
- HOMO energy: -9.638 eV
- M: 744.8 g/mol



two:
Density functional theory data (the ωB97M-V functional and the def2-TZVPD basis) for a 12-piece molecular cluster, C24H72O24 overall.

Last column: Mulliken charge in e.
Geometry (Å):
O: 2.57 -5.74 -0.40  -0.55
O: 5.36 3.15 1.91  -0.54
O: -2.79 -4.54 -5.03  -0.62
O: -1.15 1.50 0.60  0.52
O: -4.97 0.05 1.66  -0.59
O: 0.60 -3.16 -3.48  -0.24
O: -2.38 -2.99 3.60  -0.51
O: -0.57 -0.81 -1.05  -0.08
O: -3.37 0.20 -1.08  -0.76
O: 0.36 3.32 -0.91  -0.46
O: -7.35 1.81 -0.47  -0.54
O: 6.21 0.52 2.34  -0.50
O: 4.55 6.03 -1.50  -0.52
O: -1.72 -1.87 -4.36  -0.60
O: -0.15 -5.19 -5.44  -0.51
O: -0.88 -3.32 1.27  -0.42
O: 3.32 -0.54 2.23  -0.43
O: 3.49 1.83 3.91  -0.59
O: -1.56 6.08 0.58  -0.60
O: -4.59 2.44 0.09  -0.20
O: 2.17 -3.05 0.68  -0.27
O: -2.37 1.62 3.06  -0.35
O: 0.01 1.33 4.54  -0.45
O: 2.97 2.79 -1.90  -0.60
C: -3.03 -2.36 -4.06  0.62
C: -5.55 3.35 -0.41  -0.64
C: 2.25 -3.42 -0.70  0.06
C: 5.68 -0.62 1.66  -0.54
C: -2.95 -3.84 -3.80  -0.71
C: -0.12 4.63 -0.74  -0.26
C: 3.18 2.89 2.98  0.19
C: -2.24 0.60 4.05  -0.17
C: 4.28 -0.36 1.19  0.40
C: 1.46 -3.64 -4.52  -0.58
C: 3.18 -4.56 -0.92  -0.58
C: 3.74 5.06 -2.14  -0.47
C: 1.16 -5.07 -4.88  -0.39
C: -0.31 -3.58 2.56  0.09
C: 4.41 3.73 2.78  -0.76
C: -4.16 -0.91 1.00  0.41
C: -4.24 -0.79 -0.52  -0.58
C: 3.58 3.88 -1.22  0.08
C: -6.57 2.70 -1.28  -0.33
C: -1.42 -4.03 3.43  -0.70
C: 0.42 0.02 -0.42  0.03
C: -0.07 0.61 0.85  0.18
C: -1.26 1.01 5.12  -0.50
C: -1.14 4.73 0.37  -0.35
H: -2.47 0.02 -0.73  0.10
H: -2.54 -2.59 2.74  0.23
H: 5.64 -1.45 2.38  0.33
H: -6.09 2.14 -2.09  0.28
H: 3.02 -3.27 1.07  0.21
H: -4.56 -1.89 1.28  0.52
H: 4.50 3.51 -0.76  0.48
H: -1.79 -0.96 -4.68  0.26
H: -6.04 3.88 0.41  0.39
H: 4.17 -4.38 -0.49  0.45
H: -3.97 -1.76 -0.97  0.22
H: 4.16 4.73 -3.10  0.30
H: -0.68 4.30 1.27  0.26
H: 0.73 5.29 -0.48  0.29
H: 2.75 5.46 -2.42  0.19
H: 2.86 2.43 2.04  -0.14
H: 4.07 -1.06 0.37  -0.12
H: -0.37 -0.17 1.56  0.03
H: 4.67 6.78 -2.09  0.29
H: 1.29 -3.01 -5.40  0.37
H: -4.15 1.96 -0.64  0.14
H: -0.90 6.50 1.13  0.35
H: 3.24 -6.38 -0.14  0.31
H: -3.33 -1.85 -3.13  -0.43
H: -1.72 1.54 1.40  -0.19
H: -4.75 0.91 1.26  0.44
H: 6.33 -0.94 0.84  0.34
H: -3.78 -2.14 -4.82  0.39
H: -0.22 -1.06 -1.91  0.03
H: 0.70 0.83 -1.11  0.47
H: 5.46 2.24 2.24  0.32
H: -2.16 -4.09 -3.09  0.31
H: -7.85 1.22 -1.05  0.30
H: -0.17 2.69 -0.39  0.14
H: 4.17 4.75 2.47  0.42
H: 1.88 -5.39 -5.64  0.38
H: 1.32 -0.59 -0.27  -0.29
H: -3.11 -0.95 1.34  -0.56
H: -0.15 -3.01 0.72  0.01
H: -0.24 -2.85 -3.88  0.06
H: -1.63 1.89 5.67  0.25
H: -0.49 5.00 -1.70  0.22
H: -3.91 -4.14 -3.37  0.38
H: 4.14 0.66 0.83  -0.01
H: 1.26 -3.65 -1.09  0.09
H: 4.90 3.85 3.76  0.37
H: -0.20 -5.90 -6.08  0.24
H: 0.47 -4.34 2.42  0.36
H: -3.07 2.22 3.30  0.17
H: -0.14 1.79 3.70  0.21
H: 2.03 2.86 -1.67  0.50
H: -1.84 -4.71 -5.14  0.48
H: 2.35 3.49 3.37  0.34
H: -1.91 -4.91 2.99  0.29
H: -7.21 3.47 -1.73  0.37
H: -1.08 -4.31 4.42  0.39
H: 3.30 -4.67 -2.01  0.24
H: 6.70 0.24 3.11  0.27
H: -5.29 -0.58 -0.73  0.43
H: 3.30 0.98 3.49  0.43
H: 2.99 4.19 -0.35  -0.14
H: 0.74 1.16 1.34  -0.21
H: -1.91 -0.31 3.56  -0.07
H: 2.58 -2.54 -1.26  0.18
H: -1.05 0.18 5.79  0.40
H: 0.17 -2.67 2.94  0.10
H: 1.26 -5.73 -4.01  0.25
H: -5.06 4.15 -0.99  0.32
H: -3.21 0.35 4.50  0.52
H: -2.03 4.15 0.13  0.14
H: 3.37 -1.45 2.54  0.21
H: 2.48 -3.53 -4.17  0.39

- SMILES: OCCO.OCCO.OCCO.OCCO.OCCO.OCCO.OCCO.OCCO.OCCO.OCCO.OCCO.OCCO
- HOMO energy: -9.292 eV
- M: 744.8 g/mol



The energy of each structure relative to the most stable one, in kJ/mol, is as follows: one 282.7; two 0.0.



one:
Density functional theory data (the ωB97M-V functional and the def2-TZVPD basis) for a 2-piece molecular cluster, H3S3 overall.

Last column: natural (NBO) charge in e.
Geometry (Å):
S: 0.13 0.72 -2.45  -0.96
S: -0.09 0.39 2.00  -0.18
S: 0.04 -1.15 0.60  -0.26
H: -0.38 -0.06 -3.32  0.08
H: -0.94 1.20 1.49  0.12
H: -0.08 -0.57 -0.63  0.21

- Net charge: -1
- HOMO energy: -3.103 eV
- M: 99.2 g/mol



two:
Density functional theory data (the ωB97M-V functional and the def2-TZVPD basis) for a 2-piece molecular cluster, H3S3 overall.

Last column: natural (NBO) charge in e.
Geometry (Å):
S: -2.54 -0.73 -0.02  -0.90
S: 0.36 -0.15 -0.34  -0.13
S: 2.36 0.16 0.74  -0.34
H: -0.21 -0.19 0.84  0.16
H: 2.44 1.31 0.10  0.11
H: -2.40 -0.40 -1.31  0.10

- Net charge: -1
- HOMO energy: -3.163 eV
- M: 99.2 g/mol



The energy of each structure relative to the most stable one, in kJ/mol, is as follows: one 0.0; two 16.4.



one:
Density functional theory data (the ωB97M-V functional and the def2-TZVPD basis) for one molecule with the formula C3H2Br2.

Last column: natural (NBO) charge in e.
Geometry (Å):
Br: -0.29 -3.27 -0.31  0.13
Br: -2.95 -0.88 0.92  0.14
C: -1.89 0.32 0.08  -0.05
C: -0.35 -0.28 -0.16  -0.73
C: 0.59 -1.67 -0.48  -0.04
H: 0.02 -0.01 0.92  0.28
H: 0.13 0.28 -1.07  0.25

- HOMO energy (spin up / spin down): -8.508 / -8.509 eV
- M: 197.9 g/mol



two:
Density functional theory data (the ωB97M-V functional and the def2-TZVPD basis) for a 2-piece molecular cluster, C3H2Br2 overall.

Last column: natural (NBO) charge in e.
Geometry (Å):
Br: 2.45 1.10 -0.24  0.23
Br: 3.11 -1.27 -2.92  -0.51
C: -0.19 -0.21 -1.12  -0.15
C: 0.63 -1.12 -0.72  0.15
C: 0.98 0.01 0.16  -0.20
H: 0.75 0.14 1.10  0.20
H: -0.90 0.43 -1.61  0.28

- HOMO energy (spin up / spin down): -8.580 / -8.586 eV
- M: 197.9 g/mol



The energy of each structure relative to the most stable one, in kJ/mol, is as follows: one 116.0; two 0.0.



one:
Density functional theory data (the ωB97M-V functional and the def2-TZVPD basis) for a 2-piece molecular cluster, C11H14N2 overall.

Last column: natural (NBO) charge in e.
Geometry (Å):
N: -1.83 -0.39 -1.34  -0.47
N: -0.12 0.81 -2.02  -0.52
C: -1.10 1.70 -1.68  -0.14
C: -0.61 -0.43 -1.81  0.18
C: 2.11 -0.66 1.02  -0.03
C: -0.08 0.24 1.45  -0.21
C: 1.26 0.43 1.16  -0.21
C: -3.47 1.47 -0.80  -0.64
C: -0.56 -1.01 1.77  -0.21
C: 0.34 -2.09 1.84  -0.19
C: -2.16 0.93 -1.27  0.10
C: 1.65 -1.91 1.44  -0.23
C: 3.43 -0.51 0.34  -0.63
H: -1.62 -1.20 1.85  0.22
H: -3.35 2.46 -0.36  0.21
H: -1.01 2.77 -1.60  0.22
H: 1.65 1.39 0.87  0.20
H: -3.98 0.80 -0.12  0.23
H: -0.01 -1.28 -2.11  0.20
H: -4.15 1.57 -1.65  0.22
H: 4.16 -1.27 0.60  0.22
H: 3.36 -0.61 -0.75  0.21
H: 0.74 1.04 -2.50  0.41
H: -0.79 1.06 1.39  0.22
H: -0.07 -2.99 2.28  0.21
H: 3.89 0.46 0.50  0.21
H: 2.32 -2.76 1.52  0.21

- SMILES: Cc1c[nH]cn1.Cc1ccccc1
- HOMO energy: -8.506 eV
- M: 174.2 g/mol



two:
Density functional theory data (the ωB97M-V functional and the def2-TZVPD basis) for C11H14N2 as an isolated structure.

Last column: natural (NBO) charge in e.
Geometry (Å):
N: 0.30 0.11 -0.56  -0.44
N: -1.67 -1.11 -0.25  -0.49
C: 1.13 -1.00 -0.29  -0.06
C: 2.36 -0.67 -1.16  -0.39
C: 1.15 1.03 -0.03  -0.02
C: 1.29 -1.11 1.21  -0.43
C: 2.36 0.89 -0.92  -0.45
C: -3.89 -0.12 -0.25  -0.31
C: -1.77 1.16 0.12  -0.32
C: -3.16 1.04 -0.08  -0.16
C: -2.94 -1.20 -0.13  0.08
C: 1.42 0.42 1.43  -0.44
C: -1.01 0.06 -0.31  0.42
H: 3.26 -1.38 -0.85  0.21
H: 2.43 0.41 2.09  0.22
H: -1.54 2.20 0.39  0.22
H: 0.71 0.92 2.06  0.21
H: -5.03 -0.12 -0.59  0.24
H: 3.25 1.32 -0.53  0.22
H: 2.66 1.31 -1.93  0.23
H: 2.00 -1.70 1.65  0.21
H: 0.55 -1.80 -0.53  0.24
H: 0.71 2.12 0.18  0.23
H: -3.34 -2.27 -0.44  0.18
H: 1.98 -0.87 -2.12  0.21
H: -3.62 1.90 0.12  0.19
H: 0.42 -1.56 1.73  0.21

- HOMO energy: -8.146 eV
- M: 174.2 g/mol



The energy of each structure relative to the most stable one, in kJ/mol, is as follows: one 0.0; two 414.2.